[1]
46
Properties=species:S:1:pos:R:3 method="wB97M-V/def2-TZVPD" total_energy_ev=-81145.0783 orbital_gap_ha="0.2780 / 0.2777" spin_multiplicity=1 e_homo_ev="-8.24 / -8.23" total_charge=0
Fe -0.29 -0.43 0.33
O -2.23 2.50 5.18
C -1.82 1.86 4.06
C -2.34 2.17 2.80
C -1.83 1.48 1.72
N -0.83 0.63 1.87
C -0.49 0.17 3.07
C -0.93 0.80 4.21
C 0.11 -1.23 2.97
O 0.66 -1.75 3.93
O -0.15 -1.78 1.83
C -2.52 1.30 0.36
O -3.25 2.17 -0.08
O -2.24 0.16 -0.15
H -2.89 3.17 4.96
H -3.16 2.86 2.66
H -0.66 0.42 5.19
C -0.32 2.99 -2.36
C -0.50 2.36 -3.58
C -0.46 0.97 -3.63
C -0.25 0.26 -2.47
N -0.08 0.87 -1.28
C -0.12 2.20 -1.23
C -0.21 -1.22 -2.40
C -0.21 -2.05 -3.51
C -0.16 -3.42 -3.32
C -0.10 -3.92 -2.03
C -0.10 -3.03 -0.97
N -0.16 -1.72 -1.16
H -0.36 4.06 -2.27
H -0.68 2.93 -4.47
H -0.62 0.46 -4.57
H -0.01 2.64 -0.25
H -0.25 -1.64 -4.51
H -0.16 -4.09 -4.17
H -0.06 -4.99 -1.84
H -0.06 -3.35 0.07
I 5.63 -1.80 1.85
C 3.96 -0.96 0.99
C 3.92 -0.04 -0.04
N 2.62 0.21 -0.27
N 1.82 -0.46 0.57
C 2.62 -1.19 1.33
H 4.71 0.43 -0.60
H 2.21 0.85 -0.92
H 2.22 -1.84 2.09

***

[2]
13
Properties=species:S:1:pos:R:3 method="wB97M-V/def2-TZVPD" total_energy_ev=-9374.3670 orbital_gap_ha=0.4036 spin_multiplicity=1 e_homo_ev=-10.24 total_charge=0
C 2.51 -0.55 -0.24
C 1.33 -0.58 -0.51
C -0.04 -0.05 -0.55
C 0.21 1.32 0.17
O -0.61 1.94 0.79
C -1.12 -0.86 0.19
O -2.39 -0.25 0.10
H 3.54 -0.45 0.00
H -0.40 0.13 -1.58
H 1.29 1.60 0.15
H -0.80 -1.00 1.23
H -1.21 -1.85 -0.26
H -2.30 0.62 0.52

***

[3]
97
Properties=species:S:1:pos:R:3 method="wB97M-V/def2-TZVPD" total_energy_ev=-53352.2155 orbital_gap_ha=0.3208 spin_multiplicity=1 e_homo_ev=-8.29 total_charge=0
C -3.31 -1.49 0.47
C -2.56 -2.40 -0.69
C -0.92 -2.40 -0.57
C -0.41 -3.72 0.33
N 0.07 -3.29 1.74
O 1.36 -2.91 1.69
C 1.69 -1.95 2.77
O 1.06 -2.00 3.97
O 2.76 -0.92 2.66
C 3.02 -0.56 1.26
N 3.98 -1.51 0.54
H -3.64 -0.43 0.05
H -4.26 -2.02 0.95
H -2.49 -1.27 1.29
H -2.86 -1.93 -1.74
H -3.05 -3.47 -0.63
H -0.38 -2.40 -1.64
H -0.51 -1.43 -0.03
H 0.37 -4.39 -0.23
H -1.41 -4.35 0.51
H -0.57 -2.50 2.00
H 2.07 -0.42 0.60
H 3.57 0.50 1.29
H 4.32 -2.24 1.24
H 3.47 -1.99 -0.23
C -5.62 -1.86 -2.87
O -4.58 -2.71 -3.30
H -5.76 -1.98 -1.79
H -5.36 -0.82 -3.08
H -6.55 -2.12 -3.38
H -4.49 -2.58 -4.26
C 0.31 0.75 -2.51
O -0.27 0.41 -1.26
H 0.58 -0.17 -3.04
H -0.42 1.31 -3.11
H 1.20 1.35 -2.35
H -0.50 1.24 -0.82
C -0.83 3.07 1.94
O -0.88 2.21 0.81
H -0.38 4.02 1.64
H -1.85 3.24 2.30
H -0.23 2.61 2.72
H -1.28 1.38 1.10
C -8.62 0.59 -3.93
O -7.58 -0.26 -4.36
H -8.75 0.47 -2.85
H -8.36 1.63 -4.14
H -9.55 0.33 -4.44
H -7.48 -0.13 -5.32
C -0.16 -5.40 -3.00
O 0.88 -4.91 -2.18
H -1.05 -5.56 -2.38
H -0.39 -4.67 -3.78
H 0.14 -6.35 -3.44
H 1.66 -4.78 -2.75
C -2.18 0.51 4.54
O -2.84 1.33 3.59
H -1.10 0.69 4.47
H -2.52 0.76 5.55
H -2.38 -0.54 4.32
H -3.79 1.15 3.68
C -0.71 5.86 4.17
O -1.55 6.38 3.15
H -1.32 5.41 4.95
H -0.04 5.11 3.74
H -0.12 6.68 4.60
H -0.98 6.78 2.48
C 6.32 -4.38 3.09
O 5.65 -3.56 2.15
H 7.39 -4.20 3.02
H 5.97 -4.13 4.10
H 6.11 -5.43 2.87
H 4.70 -3.74 2.23
C 6.66 0.95 0.17
O 6.62 0.09 -0.96
H 7.11 1.90 -0.13
H 5.64 1.13 0.53
H 7.26 0.49 0.95
H 6.21 -0.74 -0.67
C 4.30 -2.78 -2.83
O 3.40 -3.80 -3.20
H 4.40 -2.77 -1.74
H 5.28 -2.97 -3.28
H 3.92 -1.81 -3.16
H 3.33 -3.78 -4.17
C -2.15 8.45 0.45
O -1.11 7.60 0.01
H -2.28 8.33 1.53
H -1.89 9.49 0.23
H -3.08 8.18 -0.06
H -1.01 7.73 -0.95
C 2.90 3.52 -0.75
O 2.20 3.05 0.39
H 3.96 3.27 -0.64
H 2.50 3.05 -1.65
H 2.79 4.61 -0.82
H 1.26 3.29 0.27

***

[4]
90
Properties=species:S:1:pos:R:3 method="wB97M-V/def2-TZVPD" total_energy_ev=-127367.3144 orbital_gap_ha="0.2156 / 0.1251" spin_multiplicity=7 s2=12.008 e_homo_ev="-13.12 / -13.12" total_charge=+2
Cr -0.58 3.05 2.38
Cu 2.81 2.92 1.38
C -0.57 0.65 -0.70
C 0.83 0.56 0.04
O 1.02 1.60 1.00
H -1.10 -0.17 -1.19
H -0.50 1.43 -1.46
H -1.26 1.12 0.00
H 1.39 0.71 -0.89
H 1.11 -0.44 0.36
C 4.24 -3.04 3.50
C 3.77 -2.48 2.02
O 4.64 -1.56 1.46
O 5.01 -4.21 3.46
H 3.38 -3.44 4.04
H 4.76 -2.30 4.11
H 2.81 -1.96 2.08
H 3.50 -3.34 1.41
H 4.62 -0.71 1.91
H 5.89 -3.98 3.12
C -1.62 2.52 -5.57
C -1.21 1.86 -4.30
O -2.38 2.00 -3.47
O -0.62 2.54 -6.58
H -1.86 3.57 -5.38
H -2.48 2.09 -6.08
H -0.25 2.12 -3.84
H -1.11 0.82 -4.62
H -2.35 2.80 -2.95
H -0.48 3.44 -6.86
C -0.24 -3.88 1.72
C -1.79 -4.38 1.83
O -2.56 -3.37 2.48
O -0.34 -2.70 1.07
H 0.35 -4.64 1.21
H 0.14 -3.64 2.71
H -1.88 -5.33 2.37
H -2.01 -4.55 0.78
H -2.47 -3.62 3.41
H -0.75 -2.18 1.76
C -3.23 3.66 3.97
C -3.62 2.67 2.82
O -2.57 1.73 2.57
O -1.90 3.95 4.01
H -3.53 3.24 4.92
H -3.73 4.63 3.94
H -3.88 3.28 1.96
H -4.58 2.28 3.18
H -2.81 0.91 3.00
H -1.73 4.09 4.95
C -0.49 0.77 4.97
C -0.95 -0.70 4.82
O 0.20 -1.45 4.60
O -0.17 1.27 3.60
H 0.43 1.00 5.51
H -1.22 1.45 5.40
H -1.80 -0.73 4.13
H -1.19 -1.17 5.77
H 0.99 -0.92 4.75
H 0.19 0.53 3.12
C -3.61 -1.06 -3.44
C -4.15 -2.33 -3.97
O -3.35 -2.75 -5.09
O -4.28 0.05 -4.09
H -2.53 -0.96 -3.52
H -3.62 -0.91 -2.36
H -5.22 -2.22 -4.16
H -4.03 -3.10 -3.21
H -2.43 -2.60 -4.86
H -3.85 0.87 -3.86
C 3.12 3.66 -1.80
C 1.72 4.20 -1.43
O 1.62 4.61 -0.09
O 3.70 2.96 -0.70
H 3.85 4.45 -1.94
H 3.14 3.09 -2.73
H 1.04 3.37 -1.65
H 1.58 5.12 -1.99
H 0.76 4.97 0.15
H 4.41 2.52 -1.17
C 2.43 -1.76 -2.40
C 3.35 -2.95 -2.44
O 2.66 -4.09 -2.75
O 1.94 -1.49 -3.66
H 3.04 -0.92 -2.09
H 1.49 -1.94 -1.88
H 3.74 -3.17 -1.45
H 4.13 -2.77 -3.18
H 2.47 -3.84 -3.66
H 2.65 -1.33 -4.28

***

[5]
54
Properties=species:S:1:pos:R:3 method="wB97M-V/def2-TZVPD" total_energy_ev=-159182.0214 orbital_gap_ha="0.2247 / 0.2843" spin_multiplicity=2 s2=0.754 e_homo_ev="-6.48 / -8.25" total_charge=0
K -0.14 -0.71 -0.44
Cl 4.59 5.15 0.38
C 3.91 3.55 0.41
C 4.58 2.50 -0.21
C 4.03 1.23 -0.19
C 2.79 0.97 0.42
O 2.29 -0.25 0.35
C 2.13 2.05 1.06
C 0.90 1.91 1.82
N 0.17 0.87 1.90
C -0.89 0.87 2.83
C -0.68 1.26 4.13
C -1.72 1.22 5.08
C -2.96 0.79 4.73
C -3.20 0.36 3.40
C -4.47 -0.11 2.99
C -4.65 -0.53 1.70
C -3.55 -0.48 0.83
N -2.36 -0.05 1.16
C -2.17 0.38 2.44
C 2.71 3.32 1.04
H 5.53 2.68 -0.69
H 4.55 0.40 -0.65
H 0.61 2.81 2.37
H 0.32 1.56 4.43
H -1.51 1.53 6.09
H -3.76 0.75 5.45
H -5.28 -0.13 3.71
H -5.60 -0.89 1.34
H -3.68 -0.83 -0.20
H 2.21 4.14 1.54
Cl 3.44 -0.70 3.29
Ge 1.90 -1.46 1.95
Cl 2.83 -3.22 0.97
Cl 0.33 -2.36 3.43
O -6.55 4.66 -1.44
C -6.05 4.79 -2.74
N -4.61 4.56 -2.83
C -4.16 3.31 -2.54
O -4.92 2.39 -2.29
C -2.68 3.11 -2.54
C -1.78 3.91 -3.25
C -0.43 3.62 -3.19
C -0.02 2.54 -2.42
N -0.87 1.76 -1.75
C -2.17 2.05 -1.81
H -6.50 3.72 -1.22
H -6.24 5.81 -3.06
H -6.53 4.10 -3.42
H -3.99 5.34 -2.70
H -2.14 4.72 -3.87
H 0.30 4.21 -3.72
H 1.03 2.29 -2.34
H -2.85 1.43 -1.24

***

[6]
38
Properties=species:S:1:pos:R:3 method="wB97M-V/def2-TZVPD" total_energy_ev=-32372.0223 orbital_gap_ha=0.3147 spin_multiplicity=1 e_homo_ev=-17.48 total_charge=+2
O 3.59 -4.78 0.62
C 3.11 -3.87 0.16
Hg 1.75 -1.46 -0.90
C 1.29 -2.51 -2.58
C 3.53 -0.56 -1.07
O 0.95 -3.13 -3.52
O 4.57 0.00 -1.10
C -0.20 -1.02 2.69
C -1.07 -0.51 1.53
C -1.91 0.71 1.98
P -0.07 -0.24 0.02
C -1.24 -0.56 -1.40
C -2.67 -0.03 -1.15
C -0.70 0.03 -2.70
C 0.84 1.42 0.05
C -0.07 2.62 -0.07
C 1.81 1.52 1.27
H 0.50 -0.25 3.02
H 0.33 -1.90 2.39
H -0.86 -1.26 3.52
H -1.76 -1.34 1.26
H -1.26 1.48 2.40
H -2.53 1.13 1.20
H -2.57 0.39 2.79
H -1.30 -1.67 -1.46
H -2.64 1.06 -1.07
H -3.27 -0.28 -2.03
H -3.14 -0.47 -0.29
H 0.32 -0.27 -2.93
H -1.34 -0.30 -3.52
H -0.72 1.12 -2.66
H 1.48 1.40 -0.84
H -0.70 2.77 0.82
H 0.55 3.51 -0.17
H -0.70 2.55 -0.95
H 2.48 0.67 1.33
H 2.40 2.43 1.15
H 1.23 1.63 2.20

***

[7]
39
Properties=species:S:1:pos:R:3 method="wB97M-V/def2-TZVPD" total_energy_ev=-81679.9366 orbital_gap_ha=0.3264 spin_multiplicity=1 e_homo_ev=-6.57 total_charge=-1
C -2.98 3.57 -0.24
C -3.54 2.46 0.67
N -2.46 1.74 1.36
Si -1.33 0.82 0.48
C -1.29 -1.01 0.78
C -2.35 -1.59 -0.12
O -3.40 -1.07 -0.33
Cl -1.93 -3.11 -0.88
S 0.68 1.65 1.13
O 1.28 0.76 2.09
O 0.54 3.06 1.40
C 1.89 1.55 -0.32
F 3.04 2.05 0.16
F 2.06 0.26 -0.61
C 1.53 2.31 -1.63
F 0.69 1.55 -2.34
F 0.92 3.46 -1.36
C 2.76 2.61 -2.53
F 3.43 3.67 -2.05
F 2.34 2.89 -3.77
F 3.58 1.56 -2.58
H -2.94 3.25 -1.29
H -1.98 3.84 0.08
H -3.60 4.47 -0.19
H -4.17 2.91 1.44
H -4.17 1.77 0.09
H -2.80 1.26 2.18
H -1.39 1.11 -0.96
H -0.31 -1.48 0.65
H -1.58 -1.26 1.81
B 2.86 -5.06 -0.06
O 1.86 -3.95 0.18
C 1.04 -4.27 1.15
O 0.13 -3.59 1.56
C 1.43 -5.68 1.67
O 0.87 -6.26 2.56
O 2.46 -6.09 0.97
F 4.14 -4.62 0.17
F 2.71 -5.57 -1.34

***

[8]
45
Properties=species:S:1:pos:R:3 method="wB97M-V/def2-TZVPD" total_energy_ev=-151484.5317 orbital_gap_ha="0.2122 / 0.2122" spin_multiplicity=1 e_homo_ev="-1.49 / -1.49" total_charge=-2
Pd -0.81 0.71 -0.60
Cl -1.92 -4.24 4.74
C -1.62 -3.49 3.20
C -0.97 -2.27 3.15
C -0.76 -1.67 1.93
Cl 0.03 -0.12 1.82
C -1.19 -2.24 0.69
O -1.04 -1.70 -0.43
C -1.84 -3.51 0.84
Cl -2.39 -4.29 -0.59
C -2.06 -4.13 2.05
H -0.63 -1.78 4.05
H -2.57 -5.07 2.08
O 0.20 1.87 -2.48
S 1.33 1.61 -1.48
O 2.58 2.06 -2.06
O 1.33 0.16 -1.25
O 1.05 2.31 -0.22
C -1.87 2.58 -3.84
Si -0.93 3.36 -2.30
C 0.59 4.52 -2.65
C -2.16 4.92 -2.30
As -1.51 2.88 0.00
Si -3.11 0.48 -0.81
C -4.49 1.77 -1.27
C -3.94 -0.28 0.77
C -3.26 -0.81 -2.26
H -1.55 3.08 -4.75
H -2.95 2.71 -3.77
H -1.66 1.52 -3.95
H 0.53 4.99 -3.63
H 1.51 3.95 -2.59
H 0.64 5.32 -1.91
H -2.14 5.46 -3.24
H -1.91 5.62 -1.50
H -3.19 4.60 -2.12
H -4.53 2.54 -0.50
H -5.46 1.29 -1.35
H -4.28 2.26 -2.21
H -4.02 0.47 1.55
H -3.39 -1.12 1.17
H -4.95 -0.62 0.53
H -3.62 -0.35 -3.18
H -3.93 -1.62 -2.00
H -2.28 -1.24 -2.45